Density functional theory data (ωB97M-V with the def2-TZVPD basis set) for one molecule with the formula C17H15N3O4.

**SMILES**: COc1ccc(C(=O)Nn2cnc3ccccc3c2=O)c(OC)c1
**Total charge**: 0
**LUMO energy**: 0.0139 Eh
**Gap between HOMO and LUMO**: 8.818 eV
**Largest force on an atom**: 0.01493 hartree/bohr
**ΔE to the lowest compared entry with this formula, charge and spin**: 25.05 kcal/mol
**Spin multiplicity**: 1

Each line ends with the Mulliken charge.
Element x y z (Å)
C (-2.4721, 1.8861, 0.0188)  -0.1552
C (1.8650, 0.8007, -0.0034)  -0.6081
H (0.5897, -3.3786, -0.0231)  0.2841
C (3.5689, -0.9074, -0.0028)  -0.1852
C (-4.0479, -0.3304, 0.0049)  0.1639
H (2.1180, -3.1483, -0.9134)  0.3397
N (-3.7384, 2.0724, 0.0102)  -0.6037
H (2.5934, 2.7846, -0.0014)  0.4416
H (-6.9553, -2.0588, -0.0178)  0.4073
C (-6.7908, 0.0824, -0.0136)  -0.3611
H (4.9695, 2.1841, 0.0057)  0.4110
H (7.8155, -0.1088, 0.0110)  0.2589
N (-0.5095, 0.4513, 0.0345)  -0.3089
H (-4.4970, -2.4171, -0.0012)  0.4309
C (0.4896, 1.3681, -0.0096)  1.0545
C (4.2239, 1.4066, 0.0028)  -0.7928
C (-2.6152, -0.5321, 0.0149)  0.6277
C (2.8879, 1.7458, -0.0006)  -0.9291
H (-6.3278, 2.1793, -0.0076)  0.4702
O (-2.0239, -1.6005, 0.0193)  -0.7318
C (-4.9207, -1.4242, -0.0027)  -0.6624
N (-1.8762, 0.6626, 0.0206)  -0.1350
O (1.2384, -1.4974, -0.0114)  -0.5717
C (-6.2790, -1.2174, -0.0119)  -0.5914
H (2.1144, -3.1583, 0.8758)  0.3503
C (-5.9501, 1.1694, -0.0063)  -0.3237
H (6.8938, 1.1265, 0.9032)  0.3458
O (5.8403, -0.4208, 0.0050)  -0.4436
H (-0.3148, -0.5548, 0.0392)  0.6388
O (0.2931, 2.5710, -0.0430)  -0.7317
H (6.8990, 1.1285, -0.8837)  0.3459
H (-7.8607, 0.2309, -0.0209)  0.3882
C (-4.5616, 0.9821, 0.0031)  0.2432
C (4.5738, 0.0606, 0.0020)  0.5451
H (3.8845, -1.9373, -0.0044)  0.4780
C (6.9103, 0.4962, 0.0091)  -0.8676
C (1.5539, -2.8723, -0.0184)  -0.9876
C (2.2271, -0.5643, -0.0052)  1.1650
H (-1.8091, 2.7395, 0.0220)  0.6005



Density functional theory data (ωB97M-V with the def2-TZVPD basis set) for C17H16Cl2F5FeN3O3SSe as an isolated structure in a non-equilibrium geometry.

**Total charge**: 0
**LUMO energy (spin up / spin down)**: 0.0069 / 0.0066 Eh
**Gap between HOMO and LUMO (spin up / spin down)**: 8.070 / 8.257 eV
**Largest force on an atom**: 0.02517 hartree/bohr
**ΔE to the lowest compared entry with this formula, charge and spin**: 12.16 kcal/mol
**Spin multiplicity**: 5

Each line ends with the Mulliken charge.
Element x y z (Å)
H (-4.1367, -3.7035, -1.2237)  0.3864
C (-3.1769, -3.2149, -1.1235)  -0.2826
H (1.2494, -3.8238, 1.2413)  0.4791
H (-2.9691, 4.0284, -1.1731)  0.3367
S (0.4901, 0.6878, 2.2700)  1.1020
C (4.2138, 0.0258, -1.1107)  0.6106
C (1.5086, -0.7313, 2.5824)  0.1185
C (2.6750, -0.8351, 3.3086)  -0.7389
C (2.1515, 1.0381, -1.7454)  0.4621
N (-0.5636, -0.0796, 1.2762)  -0.6396
H (-2.6335, -3.5163, -0.2387)  0.1777
H (-2.3541, 2.1670, 1.1804)  0.3081
H (-4.0569, 0.8379, -2.5194)  0.2624
F (1.9291, -2.5236, -2.2025)  -0.4119
H (-2.8829, 1.9539, -2.6365)  0.1938
C (-2.0646, 2.8838, 0.4065)  -0.4958
H (-3.9407, 3.8863, 0.2873)  0.3660
H (-4.5405, 1.5841, -0.2404)  0.2807
O (1.2543, 1.6557, 1.5085)  -0.6993
Fe (-1.5332, 0.0211, -0.8779)  0.5980
H (-0.1859, 2.1292, 0.0840)  0.2062
C (1.6458, -3.0016, 1.8228)  -0.4939
N (-3.3974, 1.3813, -1.9744)  -0.4536
F (1.4493, 2.1618, -1.9331)  -0.4221
F (4.4765, -2.2922, -1.3649)  -0.3439
C (-4.1427, 2.2336, -1.0250)  -0.5495
H (-1.6538, 3.7618, 0.9122)  0.4013
H (3.3626, -4.0632, 2.5248)  0.3920
H (-4.9928, 2.7119, -1.5185)  0.4053
H (-0.8156, 2.8673, -1.2160)  0.2624
C (2.3893, -1.3138, -1.8787)  0.5604
C (-0.1879, -1.3469, 1.0511)  0.9253
C (-3.2910, 3.3308, -0.3911)  -0.7937
C (0.9982, -1.7802, 1.8380)  0.3759
C (3.4403, 1.1587, -1.2674)  0.2006
C (2.8209, -3.1270, 2.5516)  -0.5557
N (-1.0463, 2.2466, -0.4479)  -0.2674
Se (-0.1702, -0.3406, -2.7651)  -0.4078
C (3.6959, -1.2115, -1.4407)  0.3032
C (3.3362, -2.0578, 3.2782)  -0.4887
O (-0.1566, 1.1749, 3.4516)  -0.7094
Cl (-3.5219, -1.4599, -0.9369)  -0.0942
H (4.2670, -2.1687, 3.8180)  0.4163
Cl (-2.2188, -3.5848, -2.5419)  -0.1071
F (3.9525, 2.3534, -0.9767)  -0.3446
F (5.4673, 0.1288, -0.6702)  -0.3272
C (1.5734, -0.1962, -2.0307)  -0.3547
O (-0.7712, -2.0484, 0.2121)  -0.6167
H (3.0578, 0.0108, 3.8655)  0.4673



Density functional theory data (ωB97M-V with the def2-TZVPD basis set) for C17H16EuN2O5 as an isolated structure in a non-equilibrium geometry.

**Total charge**: +2
**LUMO energy (spin up / spin down)**: -0.2946 / -0.2918 Eh
**Gap between HOMO and LUMO (spin up / spin down)**: 6.366 / 6.446 eV
**Largest force on an atom**: 0.11562 hartree/bohr
**ΔE to the lowest compared entry with this formula, charge and spin**: 17.14 kcal/mol
**Spin multiplicity**: 8

Each line ends with the Mulliken charge.
Element x y z (Å)
H (-2.0296, 3.2793, 3.2034)  0.3755
O (4.3394, 0.1062, 0.9601)  -0.0468
H (-0.2277, 4.8461, -2.0291)  0.4443
H (-0.5186, 0.3835, 4.6510)  0.3495
H (-0.1091, 3.6078, 0.1367)  0.5919
O (1.1906, -4.6133, 2.0597)  -0.0663
H (-1.9857, 1.4358, 4.6514)  0.3835
H (-2.9759, 3.3232, 1.6924)  0.3433
Eu (1.3839, -1.4484, -0.0724)  1.3130
H (-1.4457, 3.8269, -3.9746)  0.3905
C (-2.0296, 2.0550, -2.8802)  -0.7219
C (-1.3650, 3.3112, -3.0017)  -0.4128
H (-2.5953, 1.5985, -3.7195)  0.3828
H (-2.5330, 0.4584, -1.4703)  0.4506
C (-1.3180, 2.0125, -0.5963)  0.2526
H (1.6341, -6.2024, -1.7990)  0.2857
C (-0.9919, 0.9998, 2.7700)  1.1261
C (3.4435, -1.3735, -1.8340)  0.1863
C (3.3465, -0.3865, 0.7312)  0.1341
O (-0.9418, -0.8725, -0.1912)  -0.8477
C (-1.9716, 3.2014, 2.1183)  -0.8998
C (-0.9458, -0.0419, 0.7814)  0.4158
C (-0.9728, 1.2955, 4.2397)  -1.5939
H (-0.3611, -1.0470, 2.6833)  0.4775
H (-0.4690, -5.2691, -2.6461)  0.2694
H (-1.3760, 4.0254, 1.7355)  0.3325
N (-1.3006, 1.2824, 0.6138)  0.5073
C (1.6271, -5.5651, -2.7000)  -0.5354
C (3.5243, -3.2078, 0.3762)  0.2343
C (-2.0033, 1.3991, -1.6526)  -0.2288
C (-0.6887, -0.1773, 2.1567)  -1.0607
O (4.3660, -1.1304, -2.4809)  -0.0990
C (1.3573, -3.7613, 1.2945)  0.1110
H (2.5763, -5.3518, -3.2197)  0.2723
H (-0.3482, 2.1668, 4.4934)  0.4166
O (4.3859, -3.7551, 0.9034)  -0.1309
N (-1.3431, 1.8971, 1.8310)  -0.1175
C (0.4798, -5.0406, -3.1539)  -0.5437
C (-0.6263, 3.2106, -0.7186)  -0.1532
H (0.4981, -4.3600, -4.0168)  0.2755
C (-0.6793, 3.8815, -1.9261)  -0.8637



Density functional theory data (ωB97M-V with the def2-TZVPD basis set) for one molecule with the formula C17H16F2N2O5S in a non-equilibrium geometry.

**SMILES**: O=C(NC[C@H]1CCCO1)c1onc(CSc2ccc(F)c(F)c2)c1C(=O)O
**Total charge**: 0
**LUMO energy**: -0.0210 Eh
**Gap between HOMO and LUMO**: 7.781 eV
**Largest force on an atom**: 0.02658 hartree/bohr
**Spin multiplicity**: 1

Each line ends with the Mulliken charge.
Element x y z (Å)
C (1.2807, -1.2660, 0.8475)  0.4646
C (-4.8016, 0.5391, 0.4493)  -0.8133
C (0.0536, -3.3970, 0.0230)  0.6404
C (5.7586, -0.8167, -0.8573)  -0.7340
H (-4.0200, -0.1699, -2.1654)  0.4078
C (6.1087, 1.5323, -0.5869)  0.3663
C (4.1731, 0.4879, 0.4029)  -0.4547
F (4.5321, 2.7938, 0.6518)  -0.3020
H (-1.8198, 1.2503, -0.7976)  0.3385
C (-1.8766, -0.7804, -0.9713)  0.6508
C (-4.5068, 1.4322, -0.7733)  0.3161
H (-4.8882, 3.1613, 1.4007)  0.3146
O (-0.9761, -3.8467, -0.6600)  -0.5712
C (0.1993, -1.9139, 0.1628)  0.4733
H (-4.4571, 1.0735, 2.5498)  0.4357
O (0.8526, -4.1344, 0.5417)  -0.5670
H (-5.8652, 0.5648, 0.6832)  0.3600
H (3.2587, 0.6068, 0.9615)  0.4432
O (-0.0509, 0.2941, 0.2046)  -0.2572
H (7.4221, 0.2609, -1.6792)  0.4101
N (1.0982, 0.0281, 0.8553)  -0.6845
H (6.0666, -1.7736, -1.2475)  0.3855
C (4.9408, 1.6128, 0.1577)  0.0374
F (6.8478, 2.6319, -0.8187)  -0.2953
H (-1.6002, -3.1464, -1.0012)  0.4446
C (-3.9596, 2.6471, 1.1163)  -0.5563
C (-3.9937, 1.1902, 1.5738)  -0.2444
N (-2.3115, 0.4599, -1.1928)  -0.1282
C (6.5145, 0.3107, -1.0997)  -0.5209
O (-3.8477, 2.5967, -0.2927)  -0.5072
C (-3.5821, 0.7606, -1.8021)  -1.1640
O (-2.4545, -1.7931, -1.3579)  -0.8338
C (-0.6016, -0.8570, -0.2226)  0.2517
C (4.5879, -0.7365, -0.1030)  0.7395
C (2.4823, -1.8903, 1.4362)  -1.1222
H (-3.1079, 3.2126, 1.4962)  0.3310
S (3.7161, -2.2556, 0.1290)  -0.1400
H (2.2361, -2.8730, 1.8371)  0.5067
H (-5.4348, 1.7214, -1.2856)  0.3973
H (-2.9825, 0.7830, 1.6144)  -0.0231
H (2.9448, -1.2549, 2.1876)  0.5363
H (-3.4217, 1.4475, -2.6369)  0.3785
H (-4.5146, -0.4946, 0.2692)  0.2896



Density functional theory data (ωB97M-V with the def2-TZVPD basis set) for C17H16F6N6O5S3W as an isolated structure.

**Total charge**: +2
**LUMO energy (spin up / spin down)**: -0.2701 / -0.2764 Eh
**Gap between HOMO and LUMO (spin up / spin down)**: 6.885 / 6.748 eV
**Largest force on an atom**: 0.01738 hartree/bohr
**ΔE to the lowest compared entry with this formula, charge and spin**: 0.00 kcal/mol
**Spin multiplicity**: 1

Each line ends with the Mulliken charge.
Element x y z (Å)
S (2.7034, -1.4552, -1.1236)  1.2582
F (3.0948, -3.9677, -1.7721)  -0.1662
C (-4.0364, 1.3973, -0.6494)  -1.7736
S (0.3065, -2.7635, -0.7247)  1.1239
H (-2.8279, 1.3821, 3.5876)  0.4767
C (-2.1470, 1.0192, -2.3679)  0.5890
C (-2.3686, 1.1459, -4.7410)  -0.4899
H (1.2219, -0.3970, 5.8135)  0.4356
C (-0.7368, 0.4377, 6.0809)  -0.4270
C (-0.8600, 0.5625, 3.3203)  0.6647
C (0.0039, -4.1256, 0.5036)  0.5850
N (3.8815, 2.3662, -0.8912)  -0.3221
C (-0.9225, 0.6201, 1.8732)  0.4077
O (1.9243, -0.4866, -1.9771)  -0.6435
F (4.6717, -2.6069, -2.3446)  -0.1755
C (-1.0188, 0.8436, -4.8529)  -0.8507
O (-0.7619, -1.7555, -0.4973)  -0.7313
C (-1.8788, 0.9349, 5.4607)  -0.7304
C (-2.6215, 1.1152, -0.9963)  1.3079
O (3.8019, -0.9001, -0.4176)  -0.6518
H (4.8129, 2.3126, -0.5032)  0.2310
H (-4.3506, 2.3512, -1.0776)  0.4299
N (-1.9693, 0.9571, 1.2029)  -1.2650
N (-1.6774, 0.8982, -0.1386)  0.8900
F (2.8308, -2.6460, -3.4765)  -0.1746
C (-1.9471, 0.9975, 4.0828)  -0.4331
N (1.5998, -2.0142, -0.1361)  -0.5919
O (0.1920, 0.3183, 1.1692)  -0.3126
H (-2.9704, 1.3142, -5.6238)  0.4653
N (2.8792, 1.8999, 1.1173)  -0.2533
C (2.7993, 2.1754, -0.1674)  0.7518
H (-2.7158, 1.2726, 6.0560)  0.4272
H (3.7648, 1.8198, 1.5961)  0.2432
H (-3.9799, 1.4877, -3.3582)  0.5129
H (-4.1673, 1.4276, 0.4257)  0.3603
F (-0.0417, -3.5879, 1.7070)  -0.1594
C (0.3425, -0.0008, 5.3246)  -0.8449
H (-0.5357, 0.7715, -5.8166)  0.4624
O (0.4156, -3.2880, -2.0417)  -0.5227
H (1.1131, -0.3027, 3.3471)  0.4752
W (0.2426, 0.1785, -0.7208)  1.2130
H (-0.6902, 0.3879, 7.1604)  0.4234
S (1.2247, 2.3420, -0.9488)  -0.4839
H (-4.6765, 0.6180, -1.0692)  0.4113
H (2.0371, 1.7638, 1.6545)  0.1103
F (0.9946, -4.9810, 0.4041)  -0.1631
C (-0.2784, 0.6355, -3.7087)  -0.0995
F (-1.1435, -4.6841, 0.1922)  -0.1740
C (0.2853, 0.0601, 3.9438)  -0.2917
H (3.7947, 2.5883, -1.8699)  0.2405
H (0.7756, 0.4036, -3.7581)  0.5527
C (-2.9351, 1.2402, -3.4805)  -0.8790
C (3.3739, -2.7927, -2.2906)  0.5673
N (-0.8297, 0.7094, -2.4817)  -0.0056



Density functional theory data (ωB97M-V with the def2-TZVPD basis set) for C17H16IrN4O4S as an isolated structure in a non-equilibrium geometry.

**Total charge**: +2
**LUMO energy (spin up / spin down)**: -0.2828 / -0.4334 Eh
**Gap between HOMO and LUMO (spin up / spin down)**: 5.088 / 2.454 eV
**Largest force on an atom**: 0.05558 hartree/bohr
**ΔE to the lowest compared entry with this formula, charge and spin**: 9.47 kcal/mol
**Spin multiplicity**: 6

Each line ends with the Mulliken charge.
Element x y z (Å)
H (-2.7257, -2.4634, -4.1179)  0.3721
C (-0.4534, 0.7010, -3.7122)  0.1814
C (0.5223, 2.6580, -4.5163)  -0.0441
C (0.3381, -0.9151, 4.7311)  -0.3414
H (1.0828, 3.5578, -4.2917)  0.4929
O (-0.4204, -2.9109, 8.2452)  -0.4465
N (0.2984, 1.8338, -3.5075)  -0.4459
H (-1.5254, -5.0136, 6.3941)  0.2883
C (0.1004, 2.3340, -5.8253)  -0.7502
C (-0.7216, -3.4627, 7.2335)  0.6103
C (-2.0650, -1.5879, -4.0222)  -0.6388
C (-0.1838, -1.3519, 3.4855)  0.4481
C (-0.6640, -2.7712, 5.8917)  0.5532
H (-1.4476, -2.9104, 2.5727)  0.4858
Ir (1.5706, 1.7186, -1.6313)  0.8651
H (0.4643, -1.2924, 6.8994)  0.5607
N (2.8867, 3.5081, 0.3522)  -0.2174
H (-2.0329, -3.9668, 4.6703)  0.3432
O (2.8579, 3.2189, -1.9674)  -0.5299
C (-1.5341, -1.2759, -2.7730)  -0.5505
C (-0.7126, -0.1841, -2.6373)  0.5578
H (0.9257, -0.0074, 4.7025)  0.4895
C (3.4037, 3.8838, -0.9011)  0.6283
H (0.9677, 3.5320, 0.4094)  0.3199
C (0.1011, -1.5713, 5.9291)  -0.4220
C (-0.5991, 1.2057, -6.0356)  -0.3437
H (0.2631, -0.7108, -0.9422)  0.4082
C (-1.2306, -3.2133, 4.7225)  -0.4882
H (-0.9248, 1.0497, -7.0599)  0.4255
C (-0.8843, 0.3164, -5.0147)  0.5582
O (4.2290, 4.7454, -1.0051)  -0.5249
C (-1.7558, -0.8169, -5.1280)  -0.8563
H (-0.7066, 0.4175, -0.6468)  0.3413
H (3.0578, 4.1885, 1.0807)  0.2729
H (0.3879, 3.0138, -6.5929)  0.4385
H (-2.2138, -1.0843, -6.0681)  0.4052
S (0.0953, -0.3926, 2.0820)  -0.2325
O (-1.2325, -4.7324, 7.2681)  -0.4050
C (-0.9656, -2.5679, 3.4884)  -0.4502
H (1.5842, 2.2342, 1.1892)  0.2429
N (1.6706, 2.8103, 0.3379)  -0.4705
N (-0.0558, 0.1661, -1.3759)  -0.5642
H (-1.7520, -1.8904, -1.9129)  0.4328



Which of these has the lowest largest force on an atom?
C17H15N3O4